Entry 1:
A structure of composition C22H29N3V at a distorted geometry. Source: OMol25; level of theory: ωB97M-V/def2-TZVPD.

XYZ file:
```
55
Properties=species:S:1:pos:R:3:forces:R:3:nbo_charge:R:1
V -0.007 0.252 -0.505 0.0 0.1 -1.3 1.12
C 2.753 -0.287 -0.704 0.3 -0.5 -0.4 -0.42
N 1.871 0.465 0.191 1.3 0.5 0.5 -0.48
C 1.936 -0.095 1.540 0.0 -0.3 0.5 -0.41
C 2.255 1.866 0.198 0.1 0.8 0.0 0.05
C 3.541 2.280 0.485 -0.1 0.0 0.0 -0.21
C 3.867 3.627 0.457 0.0 0.2 0.0 -0.26
C 2.893 4.544 0.101 0.3 0.0 0.1 -0.18
C 1.602 4.144 -0.173 -0.4 -0.1 -0.1 -0.29
C 1.221 2.791 -0.089 1.2 0.5 0.3 0.24
N -0.003 2.218 -0.214 0.0 -0.3 -0.5 -0.74
C -1.216 2.796 -0.034 -1.2 0.5 0.4 0.13
C -1.583 4.157 -0.043 0.4 -0.2 -0.1 -0.26
C -2.866 4.556 0.263 -0.4 0.0 0.1 -0.18
C -3.845 3.635 0.595 0.0 0.1 0.0 -0.26
C -3.528 2.285 0.573 0.0 0.0 0.0 -0.23
C -2.251 1.870 0.249 -0.1 0.9 0.0 0.15
N -1.876 0.468 0.192 -1.4 0.6 0.6 -0.50
C -2.757 -0.234 -0.745 -0.3 -0.5 -0.5 -0.43
C -1.969 -0.144 1.517 0.0 -0.3 0.5 -0.41
H 3.792 -0.251 -0.358 -0.1 0.1 -0.1 0.19
H 2.699 0.138 -1.713 0.0 -0.1 0.2 0.22
H 2.429 -1.329 -0.737 0.0 0.1 0.0 0.24
H 2.963 -0.106 1.921 0.0 0.0 0.0 0.20
H 1.550 -1.118 1.515 0.0 0.1 0.0 0.23
H 1.325 0.517 2.207 0.0 -0.1 0.0 0.21
H 4.308 1.564 0.748 0.0 -0.1 0.0 0.21
H 4.867 3.956 0.695 0.1 0.0 0.0 0.21
H 3.141 5.595 0.038 0.0 0.0 0.0 0.21
H 0.899 4.902 -0.472 0.0 -0.1 0.0 0.21
H -0.875 4.924 -0.299 0.0 0.0 0.0 0.21
H -3.106 5.611 0.248 0.0 0.0 0.0 0.21
H -4.840 3.962 0.857 -0.1 0.0 0.0 0.21
H -4.294 1.565 0.829 0.0 -0.1 0.0 0.21
H -3.803 -0.188 -0.418 0.1 0.1 -0.1 0.20
H -2.453 -1.280 -0.811 0.0 0.1 0.0 0.24
H -2.677 0.226 -1.737 0.0 -0.1 0.2 0.22
H -3.002 -0.163 1.885 0.1 0.0 0.0 0.20
H -1.363 0.437 2.218 -0.1 -0.1 -0.1 0.21
H -1.589 -1.168 1.458 0.0 0.1 0.0 0.23
C 1.434 -4.900 -0.992 -0.1 0.0 0.0 -0.58
C -0.004 -4.391 -0.821 0.1 -0.1 0.1 -0.17
C -0.887 -4.965 -1.935 0.0 0.1 0.1 -0.58
C -0.545 -4.842 0.544 0.0 0.1 -0.1 -0.58
C -0.012 -2.924 -0.845 -0.1 -0.6 0.0 0.00
C -0.012 -1.709 -0.791 0.0 -1.0 -0.3 -0.63
H 1.451 -5.989 -0.976 0.0 -0.1 0.0 0.20
H 2.065 -4.530 -0.185 0.1 0.0 0.0 0.21
H 1.852 -4.558 -1.937 0.0 0.0 -0.1 0.21
H -0.864 -6.055 -1.905 0.0 -0.1 0.0 0.20
H -0.536 -4.639 -2.912 0.0 0.0 -0.1 0.21
H -1.918 -4.637 -1.814 -0.1 0.0 0.0 0.21
H -0.548 -5.928 0.609 0.0 -0.1 0.0 0.20
H -1.561 -4.478 0.688 -0.1 0.0 0.0 0.21
H 0.075 -4.442 1.345 0.0 0.0 0.1 0.21
```
Forces are in eV/Å.

Properties
Frontier orbital gap (alpha / beta) ... 6.8 / 6.1 eV
Energy above the lowest of the compared OMol25 structures with the same formula, charge and spin ... 16.1 kJ/mol
Spin multiplicity ... 2
E_HOMO (alpha / beta) ... -0.2275 / -0.2092 Eh
⟨S²⟩ ... 0.754

Entry 2:
The molecule C22H29NO3S. Source: OMol25; level of theory: ωB97M-V/def2-TZVPD.

XYZ file:
```
56
Properties=species:S:1:pos:R:3:forces:R:3:nbo_charge:R:1
C -1.178 2.936 0.847 0.2 0.1 -0.4 -0.64
C -0.743 3.722 -0.386 -0.3 0.4 0.5 -0.06
O -0.281 2.889 -1.436 0.4 -0.1 -0.2 -0.50
C 0.769 2.039 -1.225 0.0 -0.2 0.0 0.23
C 0.742 0.872 -1.978 0.0 0.2 0.1 -0.25
C 1.718 -0.099 -1.849 0.2 0.0 0.1 -0.24
C 2.751 0.079 -0.945 0.1 0.0 -0.2 -0.02
C 3.745 -1.012 -0.657 -0.1 0.1 0.3 -0.42
C 3.540 -1.541 0.772 0.2 0.1 -0.1 -0.22
N 2.204 -2.044 0.980 0.4 -0.4 -0.2 -0.63
C 1.228 -1.330 1.561 -0.4 -0.2 0.0 0.67
O 1.369 -0.211 2.014 0.0 0.3 0.2 -0.65
C -0.106 -2.055 1.702 -0.1 -0.3 -0.3 -0.63
S -0.356 -3.453 0.575 -0.1 0.0 0.0 0.18
C -0.824 -2.532 -0.944 0.2 -0.2 0.5 -0.55
C -2.192 -1.951 -0.823 -0.1 0.1 0.0 0.03
C -3.310 -2.777 -0.848 0.0 0.1 0.0 -0.21
C -4.578 -2.245 -0.726 0.0 0.0 0.0 -0.22
C -4.765 -0.876 -0.576 0.1 0.1 0.0 -0.01
C -6.140 -0.301 -0.430 0.0 0.0 0.1 -0.63
C -3.645 -0.056 -0.543 -0.1 0.0 0.0 -0.21
C -2.371 -0.584 -0.658 0.0 -0.1 -0.1 -0.24
C 2.824 1.272 -0.239 0.0 0.1 -0.1 -0.29
C 1.869 2.269 -0.372 -0.1 0.1 -0.1 0.32
O 1.949 3.484 0.251 -0.3 -0.2 -0.4 -0.53
C 2.861 3.674 1.315 0.2 0.0 0.4 -0.06
C 2.435 2.956 2.592 0.0 0.1 -0.4 -0.66
H -1.535 3.624 1.609 0.0 0.1 0.1 0.21
H -1.979 2.245 0.595 -0.1 -0.1 0.0 0.20
H -0.347 2.364 1.252 0.1 -0.1 0.1 0.22
H 0.016 4.461 -0.115 -0.2 -0.1 -0.1 0.19
H -1.600 4.239 -0.828 0.1 0.0 0.1 0.18
H -0.082 0.738 -2.662 -0.1 0.0 -0.1 0.23
H 1.668 -0.996 -2.450 0.0 -0.1 0.0 0.21
H 3.620 -1.830 -1.371 0.1 0.0 0.0 0.21
H 4.766 -0.636 -0.741 0.1 -0.1 -0.1 0.22
H 3.684 -0.730 1.489 0.1 -0.1 0.0 0.22
H 4.254 -2.342 0.985 0.0 0.1 0.0 0.20
H 1.954 -2.939 0.580 -0.1 0.1 0.1 0.41
H -0.927 -1.348 1.570 0.1 0.1 0.1 0.25
H -0.164 -2.463 2.712 0.0 0.1 0.0 0.25
H -0.069 -1.762 -1.099 0.0 0.0 -0.1 0.23
H -0.772 -3.276 -1.739 0.1 0.1 -0.1 0.23
H -3.177 -3.844 -0.961 0.0 -0.1 0.0 0.21
H -5.438 -2.900 -0.751 -0.1 -0.1 0.0 0.21
H -6.874 -0.915 -0.947 -0.1 0.0 0.0 0.22
H -6.182 0.711 -0.829 -0.1 0.1 0.0 0.22
H -6.417 -0.259 0.624 -0.1 0.0 0.0 0.22
H -3.772 1.012 -0.431 0.0 0.1 0.0 0.21
H -1.510 0.070 -0.637 0.1 0.1 0.0 0.22
H 3.655 1.413 0.432 0.1 0.1 0.2 0.21
H 3.874 3.380 1.015 -0.1 0.1 0.0 0.17
H 2.859 4.757 1.472 0.1 -0.2 0.0 0.19
H 1.511 3.388 2.970 -0.1 0.0 0.1 0.21
H 3.207 3.064 3.349 0.1 0.0 0.1 0.21
H 2.262 1.899 2.405 0.0 -0.1 0.0 0.25
```
Forces are in eV/Å.

Properties
Frontier orbital gap ... 8.6 eV
Energy above the lowest of the compared OMol25 structures with the same formula, charge and spin ... 1.9 kJ/mol
Spin multiplicity ... 1
E_HOMO ... -0.2925 Eh

Entry 3:
The molecule C22H30Cl2F2N2O7S at a distorted geometry. Source: OMol25; level of theory: ωB97M-V/def2-TZVPD.

XYZ file:
```
66
Properties=species:S:1:pos:R:3:forces:R:3:nbo_charge:R:1
C 3.449 0.316 3.580 0.2 -0.6 -0.3 -0.20
C 2.684 -0.233 2.833 -0.4 0.8 0.0 -0.03
C 1.599 -0.668 1.939 0.5 -0.5 0.3 -0.50
C 1.919 -0.602 0.403 0.6 -0.3 0.2 -0.11
C 3.405 -1.087 0.310 0.2 -0.3 -0.3 0.75
O 3.629 -2.256 0.201 -0.1 0.0 0.2 -0.51
N 4.532 -0.156 0.386 -0.2 -1.3 0.6 -0.76
C 5.576 -0.516 1.255 0.7 0.8 -0.3 0.98
O 6.623 0.042 1.228 0.2 0.0 0.0 -0.56
F 5.367 -1.490 2.121 -0.6 -0.2 0.1 -0.30
C 1.148 -1.755 -0.266 -1.0 0.3 0.1 0.15
F 1.618 -1.944 -1.552 0.1 0.2 -0.3 -0.36
C -0.402 -1.706 -0.407 -0.1 -1.9 -0.9 0.25
Cl -1.197 -1.839 1.195 0.2 0.3 0.0 -0.03
C -0.782 -3.005 -1.222 -0.3 0.4 0.3 -0.40
C -2.184 -3.578 -1.017 -0.3 0.0 -0.6 -0.41
C -3.358 -2.617 -1.311 -0.5 -0.2 0.5 -0.41
C -4.316 -2.390 -0.111 -0.1 -0.1 -0.5 -0.42
C -4.895 -0.992 -0.227 -0.1 -0.4 -0.2 -0.08
O -6.051 -0.797 0.616 0.4 0.4 0.1 -0.55
C -5.878 0.368 1.334 0.3 -0.1 0.5 0.82
C -4.946 0.265 2.534 -0.3 -0.3 -0.5 -0.74
O -6.410 1.388 1.027 -0.4 0.1 -0.1 -0.54
O -0.897 -0.664 -1.217 0.7 0.9 0.9 -0.74
S -0.997 0.922 -0.717 -0.9 0.1 0.4 1.79
O -2.107 0.998 0.204 0.3 0.2 -0.2 -0.91
O 0.290 1.153 0.280 -0.4 -1.0 -1.2 -0.74
C 1.625 0.800 -0.189 0.9 0.9 0.6 0.30
C 2.543 1.897 0.475 -0.5 0.5 0.2 -0.53
C 1.767 3.034 1.137 -0.1 0.2 0.0 0.35
C 1.410 4.322 0.398 0.3 -0.2 0.4 -0.70
N 1.464 2.892 2.359 0.0 -0.2 -0.1 -0.62
C 1.714 0.897 -1.731 0.0 0.6 -0.5 -0.21
Cl 3.385 0.512 -2.327 -0.3 -0.1 0.1 -0.06
C 1.392 2.282 -2.326 0.0 -0.5 -0.6 -0.44
C 1.107 2.160 -3.845 0.3 0.5 0.2 -0.62
H 4.266 0.655 4.171 -0.1 0.1 0.1 0.24
H 1.430 -1.726 2.155 0.0 0.0 0.0 0.25
H 0.673 -0.162 2.192 0.1 0.3 -0.1 0.28
H 4.968 -0.151 -0.530 -0.2 0.6 -0.1 0.44
H 1.331 -2.689 0.257 0.2 0.1 0.3 0.22
H -0.049 -3.789 -1.037 0.1 0.1 0.2 0.22
H -0.687 -2.729 -2.272 0.1 0.0 0.0 0.23
H -2.327 -4.062 -0.051 0.2 0.2 0.2 0.21
H -2.269 -4.401 -1.734 0.2 0.0 0.0 0.22
H -3.035 -1.649 -1.695 0.3 -0.1 0.1 0.21
H -3.980 -3.052 -2.095 0.1 0.1 -0.2 0.21
H -3.829 -2.583 0.843 0.0 0.2 0.0 0.20
H -5.136 -3.108 -0.195 0.0 0.0 0.1 0.21
H -4.131 -0.235 -0.032 0.0 -0.1 0.1 0.20
H -5.223 -0.851 -1.262 -0.1 0.1 0.1 0.18
H -4.060 0.859 2.310 0.1 0.0 0.1 0.25
H -4.674 -0.772 2.713 0.1 0.1 0.1 0.22
H -5.455 0.681 3.399 0.1 0.1 0.0 0.24
H 3.136 1.479 1.278 -0.1 -0.1 -0.1 0.28
H 3.236 2.326 -0.246 0.0 -0.2 -0.2 0.23
H 0.325 4.395 0.322 0.0 0.0 -0.3 0.23
H 1.733 5.153 1.029 0.0 0.0 0.0 0.23
H 1.902 4.449 -0.561 -0.2 -0.1 -0.1 0.22
H 0.964 3.716 2.692 0.0 0.0 0.1 0.33
H 1.105 0.159 -2.246 0.0 -0.1 0.3 0.25
H 0.530 2.736 -1.844 0.1 0.1 0.2 0.22
H 2.257 2.928 -2.209 0.0 0.1 0.3 0.22
H 0.051 2.286 -4.074 -0.1 -0.3 0.0 0.22
H 1.490 1.228 -4.256 -0.2 -0.1 0.0 0.22
H 1.634 2.959 -4.370 -0.1 0.0 -0.1 0.22
```
Forces are in eV/Å.

Properties
Frontier orbital gap ... 10.2 eV
Spin multiplicity ... 1
E_HOMO ... -0.3653 Eh